1.
Below is a structure of composition C20H35AsBrCoF6N6O8S2Si2 at a distorted geometry, with properties calculated with ωB97M-V/def2-TZVPD.

The expectation value of S² is 1.186. The net charge is -1. The value obtained for the HOMO energy (spin up / spin down) is -3.949 / -3.926 eV. The spin multiplicity is 2.

Each line ends with the Löwdin charge.
Positions of all 82 atoms, in Å:
Co1 -0.23250 -0.21637 -0.63795  0.330
N1 -0.87418 1.52047 -1.84969  0.036
C1 -1.44501 1.21597 -3.15983  -0.273
C2 -2.71606 2.01928 -3.51621  -0.138
C3 -3.71735 2.40249 -2.40574  -0.158
C4 -4.27278 1.32901 -1.43776  -0.137
N2 -4.21284 -0.04605 -1.91318  0.126
C5 -4.97861 -0.57499 -2.82991  -0.431
N3 -6.10026 0.07766 -3.22311  0.196
N4 -4.66039 -1.75310 -3.38431  0.199
C6 -1.69745 -0.30390 -3.33403  -0.679
O1 -2.26981 -0.63910 -4.39900  -0.051
O2 -1.34741 -1.08034 -2.41749  -0.142
H1 -1.59606 1.64844 -1.14513  0.043
H2 -0.28606 2.34316 -1.84410  0.103
H3 -0.69653 1.43272 -3.92092  0.137
H4 -3.21641 1.44718 -4.29841  0.100
H5 -2.42099 2.97368 -3.96139  0.108
H6 -4.55410 2.87970 -2.92220  0.097
H7 -3.26351 3.17043 -1.77342  0.107
H8 -5.29755 1.58303 -1.15371  0.114
H9 -3.68564 1.30313 -0.52707  0.105
H10 -3.40888 -0.56846 -1.55187  0.119
H11 -6.46775 0.80150 -2.63052  0.100
H12 -6.76155 -0.41932 -3.79028  0.108
H13 -3.64891 -1.82318 -3.59594  0.104
H14 -5.25698 -2.06761 -4.12947  0.108
F1 2.45639 3.27390 1.18252  0.139
C7 2.76510 2.39861 2.13433  -0.667
F2 4.05918 2.08438 2.02467  0.127
F3 2.58701 2.97188 3.33026  0.123
S1 1.74966 0.84050 2.04869  0.590
O3 1.62004 0.52685 0.63419  -0.374
O4 2.52334 -0.04116 2.86649  -0.276
N5 0.40220 1.19181 2.79779  -0.274
S2 -0.83538 1.95035 2.16558  0.592
O5 -0.67538 2.30717 0.77938  -0.299
O6 -2.06350 1.36016 2.59764  -0.257
C8 -0.86329 3.57714 3.05352  -0.669
F4 0.11348 4.39134 2.65423  0.131
F5 -0.77238 3.41376 4.37602  0.132
F6 -2.03185 4.17547 2.78174  0.121
Br1 2.15807 -3.02590 0.65356  0.879
C9 0.62174 -2.46172 1.59187  -0.691
C10 0.52189 -2.81474 2.92671  -0.108
C11 -0.68007 -2.59150 3.57280  -0.037
C12 -1.73056 -2.06698 2.84501  0.002
C13 -1.51518 -1.70053 1.53164  -0.164
N6 -0.33312 -1.84902 0.89837  0.084
C14 -2.63146 -1.05955 0.73552  -0.587
O7 -3.78885 -1.42055 0.92834  0.048
O8 -2.23619 -0.19094 -0.11399  -0.140
H15 1.37136 -3.25710 3.42394  0.101
H16 -0.79271 -2.84802 4.61802  0.111
H17 -2.71688 -1.91405 3.25922  0.124
C15 3.89055 1.61123 -1.65455  -0.234
Si1 3.73424 -0.24774 -2.01311  0.201
C16 4.85733 -1.15534 -0.79168  -0.242
C17 4.54544 -0.48879 -3.71784  -0.256
As1 1.48373 -0.67821 -2.35925  0.840
Si2 1.39183 -2.94397 -2.92936  0.215
C18 0.07009 -3.90278 -1.97632  -0.247
C19 0.93035 -3.00496 -4.76289  -0.243
C20 3.00207 -3.93599 -2.78070  -0.240
H18 4.32327 2.15152 -2.50026  0.017
H19 4.50727 1.80281 -0.77612  0.013
H20 2.90096 2.02955 -1.45664  -0.001
H21 5.90663 -0.91820 -0.98876  0.022
H22 4.72760 -2.23961 -0.86903  -0.011
H23 4.62227 -0.86619 0.23727  0.011
H24 5.62635 -0.31254 -3.69386  0.018
H25 4.09501 0.19730 -4.43971  0.015
H26 4.37295 -1.50659 -4.08444  -0.006
H27 -0.66864 -3.19694 -1.59329  -0.009
H28 0.50723 -4.43259 -1.12525  -0.020
H29 -0.45188 -4.62907 -2.60635  0.023
H30 -0.08393 -2.61584 -4.89958  0.014
H31 0.97707 -4.01830 -5.17729  0.017
H32 1.60804 -2.36616 -5.33790  0.013
H33 3.30487 -4.03639 -1.73466  -0.028
H34 3.81919 -3.44748 -3.32082  0.003
H35 2.87311 -4.93932 -3.19832  0.023



2.
Below is the molecule C3H5N3, with properties calculated with ωB97M-V/def2-TZVPD.

The value obtained for the HOMO energy (spin up / spin down) is -7.435 / -7.443 eV.

Each line ends with the Löwdin charge.
Positions of all 11 atoms, in Å:
C1 -0.34868 0.88671 1.27959  0.021
N1 0.03819 0.08224 0.32451  -0.158
C2 1.03394 -0.84062 0.23600  -0.170
N2 0.95773 -1.51571 -0.94192  -0.018
N3 0.02531 -1.08500 -1.69398  -0.042
C3 -0.56503 0.06317 -1.02843  -0.153
H1 -1.22239 1.50311 1.11769  0.072
H2 -0.22233 0.97624 -1.52587  0.136
H3 0.22165 0.93562 2.19705  0.075
H4 1.73777 -1.04425 1.02657  0.108
H5 -1.65616 0.03848 -0.99121  0.128



3.
Below is a structure of composition C44H49BrN7O3Ru at a distorted geometry, with properties calculated with ωB97M-V/def2-TZVPD.

The expectation value of S² is 8.866. The value obtained for the HOMO energy (spin up / spin down) is -6.410 / -6.406 eV. The spin multiplicity is 6.

Each line ends with the Löwdin charge.
Positions of all 105 atoms, in Å:
Ru1 0.13327 0.54274 0.25003  1.562
C1 2.81209 2.14797 -3.18508  -0.038
O1 3.79590 1.10978 -3.12217  -0.046
C2 3.63178 -0.05225 -2.45461  -0.193
C3 4.59264 -1.00226 -2.69783  0.015
C4 4.58144 -2.24236 -2.04222  -0.047
C5 3.60402 -2.53907 -1.13007  -0.048
C6 2.57814 -1.62168 -0.84961  -0.149
C7 1.53731 -2.05825 0.00077  -0.087
N1 0.46018 -1.40771 0.37977  -0.133
N2 -0.46937 -2.17510 0.95451  0.098
C8 -1.69017 -1.62858 0.97939  -0.451
O2 -1.97940 -0.49697 0.52113  -0.085
C9 -2.75663 -2.46972 1.58054  -0.141
C10 -2.46266 -3.68834 2.19128  -0.023
C11 -3.47508 -4.43337 2.77114  -0.074
C12 -4.78435 -3.97138 2.74469  -0.080
C13 -5.08135 -2.76317 2.12976  -0.072
C14 -4.07110 -2.01266 1.55236  -0.020
C15 2.55200 -0.34173 -1.53345  -0.252
O3 1.60809 0.48821 -1.37868  -0.103
H1 3.24925 2.90926 -3.82764  0.100
H2 2.59969 2.57569 -2.20932  0.072
H3 1.88169 1.79136 -3.62450  0.089
H4 5.36033 -0.76203 -3.42103  0.129
H5 5.34460 -2.97086 -2.27916  0.113
H6 3.59582 -3.49449 -0.62064  0.121
H7 1.57101 -3.09764 0.31104  0.141
H8 -1.43871 -4.03252 2.20330  0.107
H9 -3.24607 -5.38012 3.24271  0.104
H10 -5.57323 -4.55034 3.20740  0.104
H11 -6.10227 -2.40533 2.09552  0.105
H12 -4.28662 -1.06909 1.06780  0.093
C16 -4.34893 2.32189 -3.26473  -0.057
C17 -3.95780 1.28977 -2.20076  -0.373
C18 -5.17710 0.90685 -1.35516  -0.053
C19 -3.32823 0.05956 -2.83352  -0.130
C20 -4.12415 -0.74267 -3.64242  -0.040
C21 -3.63552 -1.89713 -4.22552  -0.066
C22 -2.33090 -2.28253 -3.97521  -0.038
C23 -1.50226 -1.52173 -3.16303  -0.130
C24 -0.06568 -1.94820 -2.96171  -0.371
C25 0.74037 -1.79669 -4.25633  -0.036
C26 0.03605 -3.38056 -2.43025  -0.051
C27 -1.98483 -0.32103 -2.61451  -0.155
N3 -1.13473 0.51065 -1.85864  0.032
C28 -0.91533 1.71285 -2.26978  -0.123
C29 -0.34802 2.73405 -1.49037  -0.348
C30 -0.07209 4.02688 -1.93173  -0.028
C31 0.33556 4.73825 -0.81484  -0.040
C32 0.28415 3.87423 0.29293  -0.230
N4 -0.12170 2.63718 -0.12029  0.007
C33 0.52112 4.40333 1.69978  -0.533
C34 1.96233 4.91769 1.85489  -0.035
C35 0.26207 3.38480 2.79825  -0.078
C36 -0.45233 5.58090 1.90104  -0.050
H13 -4.75006 3.22125 -2.79371  0.081
H14 -5.10846 1.91780 -3.93590  0.077
H15 -3.48924 2.61040 -3.87160  0.072
H16 -3.24205 1.75512 -1.52551  0.118
H17 -5.98202 0.50563 -1.97256  0.076
H18 -5.55796 1.78444 -0.82946  0.082
H19 -4.90379 0.15349 -0.61447  0.060
H20 -5.15210 -0.45474 -3.82750  0.110
H21 -4.26717 -2.49117 -4.87352  0.104
H22 -1.94619 -3.18323 -4.43796  0.110
H23 0.36075 -1.27040 -2.22937  0.073
H24 0.36128 -2.46772 -5.02895  0.082
H25 1.79321 -2.03513 -4.07986  0.074
H26 0.67856 -0.77282 -4.63161  0.084
H27 -0.42132 -4.09055 -3.11997  0.077
H28 -0.46219 -3.47507 -1.46424  0.073
H29 1.08492 -3.66406 -2.31033  0.073
H30 -1.19389 1.99351 -3.28986  0.145
H31 -0.17657 4.37928 -2.94721  0.112
H32 0.60544 5.78112 -0.78332  0.106
H33 2.64842 4.08490 2.00055  0.054
H34 2.02746 5.55356 2.73863  0.092
H35 2.28149 5.49738 0.98596  0.079
H36 0.87433 2.50021 2.65836  0.011
H37 -0.79066 3.10037 2.81139  0.068
H38 0.52596 3.80906 3.76659  0.090
H39 -0.20669 6.41917 1.24800  0.075
H40 -0.40182 5.92433 2.93587  0.086
H41 -1.47726 5.26961 1.68834  0.089
Br1 3.19794 1.66223 4.55447  -0.497
C37 2.52360 1.56263 0.92323  -0.131
C38 3.70478 2.15627 0.49981  -0.069
C39 4.85922 1.41486 0.68467  -0.043
C40 4.79697 0.17357 1.30850  -0.053
C41 3.56979 -0.30577 1.71614  -0.180
N5 2.46476 0.41150 1.48709  0.015
H42 3.73081 3.13797 0.04849  0.106
H43 5.81029 1.81192 0.35298  0.118
H44 5.69152 -0.40595 1.48696  0.114
H45 3.45835 -1.25086 2.23178  0.123
N6 -1.78439 0.54118 4.24456  0.090
C42 -0.57712 0.06232 4.69755  -0.059
C43 0.22932 -0.00553 3.60765  -0.160
N7 -0.47455 0.42452 2.50584  -0.037
C44 -1.68240 0.74475 2.92141  -0.207
H46 -2.60223 0.70720 4.80165  0.157
H47 -0.39314 -0.16720 5.73092  0.120
H48 1.26425 -0.29254 3.55426  0.040
H49 -2.48253 1.10576 2.29931  0.135



So what do the calculations give for relative energy (zero: lowest compared OMol25 entry of this formula, charge and spin)? Going down the list: 25.8, 76.1, 85.3 kcal per mole.
So what do the calculations give for E? Going down the list: -9880.92670, -281.46875, -4983.82145 hartree.